(1)
C12H28IN5OY | wB97M-V/def2-TZVPD

XYZ file:
```
48
Properties=species:S:1:pos:R:3:nbo_charge:R:1
H -2.44 -1.14 1.73 0.220
C -0.73 0.86 2.95 -0.226
H 4.70 -2.02 0.17 0.299
H -0.83 3.40 -1.62 0.253
C -2.31 -1.97 -0.69 -0.224
H -1.04 3.67 0.94 0.242
H -0.69 -2.85 0.17 0.401
H -2.97 -1.13 -0.43 0.212
H -0.92 -1.62 3.68 0.255
H 0.39 -0.36 -2.90 0.410
C -0.37 2.24 2.41 -0.446
H -2.73 -2.27 -2.74 0.283
H 0.25 -2.36 2.60 0.229
H -0.60 0.83 4.04 0.242
C -1.90 -1.88 -2.15 -0.443
H 0.71 2.40 2.44 0.224
H 4.69 -1.72 -1.57 0.297
C 3.84 -0.14 -0.38 0.706
N 0.07 -0.27 2.36 -0.763
H 0.85 1.83 -2.66 0.227
O 2.67 0.28 -0.15 -0.825
C -1.63 -0.47 -2.68 -0.225
C -0.54 -1.60 2.66 -0.244
H 0.72 2.59 -0.11 0.406
Y 0.52 -0.24 -0.02 2.035
C -1.66 -1.91 1.68 -0.244
H 5.81 0.35 -0.55 0.449
N 4.86 0.67 -0.37 -0.686
H 0.97 -0.24 2.84 0.410
C 4.12 -1.60 -0.65 -0.627
H -1.89 2.05 -1.28 0.219
C -0.21 1.56 -2.54 -0.243
H 4.73 1.65 -0.16 0.446
H -1.06 -2.55 -2.38 0.221
H -0.70 1.81 -3.48 0.254
H -2.40 0.21 -2.32 0.213
H -1.78 0.65 2.76 0.213
I 2.37 -2.79 -0.84 0.349
N -0.29 0.08 -2.29 -0.761
N -1.17 -1.95 0.27 -0.765
H -1.69 -0.46 -3.77 0.241
H -2.89 -2.88 -0.52 0.241
H -0.77 2.96 3.12 0.284
C -0.95 2.59 1.05 -0.223
H -2.14 -2.85 1.95 0.253
H -1.96 2.17 0.95 0.211
C -0.84 2.33 -1.41 -0.243
N -0.15 2.06 -0.11 -0.758
```

Properties
energy: -1158.3154 a.u.
gap between HOMO and LUMO: 10.5147 eV
total charge: +3
E_HOMO: -0.727 hartree
2S+1: 1

***

(2)
C12H28MoNO3P2 | wB97M-V/def2-TZVPD

XYZ file:
```
47
Properties=species:S:1:pos:R:3:mulliken_spin:R:1
H 0.87 -0.42 4.62 0.008
O 2.02 2.35 -2.26 0.001
H 0.01 1.00 5.34 0.001
H -0.91 -0.46 4.77 0.021
H -0.29 -1.75 -4.92 0.000
H -3.11 -0.25 2.86 -0.004
P -2.34 -0.02 0.63 0.025
N -0.14 -0.82 -1.15 -0.036
H -0.48 1.26 0.35 0.022
H -0.71 3.37 -1.23 -0.001
C -3.19 1.53 0.26 0.002
H -0.17 -1.95 1.08 -0.066
Mo -0.05 -0.31 0.95 1.663
H -3.00 -1.84 2.07 -0.006
H -4.39 -0.76 1.69 0.011
H 2.21 2.64 -3.17 0.000
C 3.09 -1.74 1.35 0.013
H -3.14 2.16 1.16 0.002
H 2.34 1.42 -2.21 0.002
C 2.27 -0.61 -1.22 -0.051
H 3.10 1.92 0.21 0.001
C 0.98 -1.27 -3.25 -0.029
H 3.05 -1.58 2.44 0.012
H 3.20 -0.72 -1.79 0.007
H -3.38 -0.48 -1.50 0.000
C -1.32 -1.05 -1.76 0.056
H 3.27 1.36 1.91 -0.001
C 3.38 1.07 0.85 0.003
H -4.24 1.32 0.00 -0.002
H 4.14 -1.81 1.03 0.015
P 2.27 -0.33 0.54 0.035
C 1.05 -0.91 -1.88 -0.012
H 0.49 1.27 0.48 0.001
O -0.17 0.76 3.31 0.274
C -0.23 -1.50 -3.86 0.018
O -0.53 2.46 -1.53 -0.001
H -2.66 2.03 -0.56 0.002
H 1.93 -1.38 -3.78 -0.001
H 4.42 0.77 0.65 0.000
H -2.38 -1.57 -3.54 -0.002
H -2.92 -1.98 -0.66 0.006
H 2.56 -2.67 1.11 -0.008
C -2.58 -0.97 -0.93 0.015
C -3.32 -0.80 1.93 0.041
C -1.40 -1.39 -3.11 -0.038
C -0.04 0.20 4.58 -0.003
H 0.41 2.46 -1.86 0.002
```

Properties
energy: -1504.9966 a.u.
gap between HOMO and LUMO (alpha / beta): 4.7136 / 4.6946 eV
total charge: +1
E_HOMO (alpha / beta): -0.379 / -0.384 hartree
2S+1: 3

***

(3)
C12H28N4O4 | wB97M-V/def2-TZVPD

XYZ file:
```
48
Properties=species:S:1:pos:R:3:mulliken_spin:R:1
C -5.58 1.13 0.77 0.001
N 0.61 -1.31 -1.15 0.000
H 0.90 -3.41 -1.38 0.000
H 1.89 2.81 -2.92 0.000
H -0.79 -4.02 3.32 0.000
H -0.62 -2.98 -0.91 0.000
H 2.78 -3.82 2.29 0.000
C 0.18 -4.19 2.81 0.000
H -6.35 -0.27 -1.24 -0.004
H 4.11 2.40 -3.32 0.000
N -5.08 -0.20 0.41 0.653
H 3.97 3.68 -4.50 0.000
H 3.82 5.57 -1.05 0.000
C 0.41 -1.78 3.51 0.000
H 2.74 -2.08 2.56 0.000
C 2.05 3.72 -2.32 0.000
H 0.60 -0.90 2.89 0.000
O 1.83 0.18 -2.44 0.000
H 0.79 -2.77 0.33 0.000
C -3.93 -0.66 1.20 0.016
H -0.25 -0.36 0.51 -0.001
C -5.60 -0.85 -0.68 -0.119
H -4.17 -0.68 2.26 0.032
C 2.40 -3.04 2.95 0.000
C -0.33 -0.39 -0.58 0.002
H 0.97 -1.59 4.43 0.000
H -1.35 -0.64 -0.88 0.000
N 0.93 -3.06 3.00 0.000
C 1.65 -0.98 -1.98 0.000
H 2.81 -3.03 3.95 0.000
H -0.66 -1.86 3.70 0.000
O 0.66 -5.24 2.34 0.000
O -5.22 -1.95 -0.89 0.309
O 1.15 4.18 -1.60 0.000
H 2.37 -1.78 -2.17 0.000
H 3.00 6.47 -2.31 0.000
N 3.25 4.28 -2.61 0.000
H -0.31 0.64 -0.95 0.000
H -3.60 -1.64 0.85 0.006
H -5.93 1.16 1.81 0.031
H -3.08 0.02 1.21 0.032
H 4.66 5.82 -2.52 0.000
C 0.41 -2.71 -0.69 0.000
H -4.72 1.80 0.75 0.037
H -6.28 1.57 0.06 0.004
C 3.66 5.62 -2.13 0.000
C 4.10 3.48 -3.44 0.000
H 5.15 3.68 -3.25 0.000
```

Properties
energy: -993.6228 a.u.
gap between HOMO and LUMO (alpha / beta): 6.6717 / 1.6375 eV
total charge: +1
relative energy (zero: lowest compared OMol25 entry of this formula, charge and spin): 24.0 kcal/mol
E_HOMO (alpha / beta): -0.389 / -0.389 hartree
2S+1: 2

***

Q: Which value of 2S+1 does entry 2 give?
A: 3

***

Copy entry 3 word for word.
C12H28N4O4 | wB97M-V/def2-TZVPD

XYZ file:
```
48
Properties=species:S:1:pos:R:3:mulliken_spin:R:1
C -5.58 1.13 0.77 0.001
N 0.61 -1.31 -1.15 0.000
H 0.90 -3.41 -1.38 0.000
H 1.89 2.81 -2.92 0.000
H -0.79 -4.02 3.32 0.000
H -0.62 -2.98 -0.91 0.000
H 2.78 -3.82 2.29 0.000
C 0.18 -4.19 2.81 0.000
H -6.35 -0.27 -1.24 -0.004
H 4.11 2.40 -3.32 0.000
N -5.08 -0.20 0.41 0.653
H 3.97 3.68 -4.50 0.000
H 3.82 5.57 -1.05 0.000
C 0.41 -1.78 3.51 0.000
H 2.74 -2.08 2.56 0.000
C 2.05 3.72 -2.32 0.000
H 0.60 -0.90 2.89 0.000
O 1.83 0.18 -2.44 0.000
H 0.79 -2.77 0.33 0.000
C -3.93 -0.66 1.20 0.016
H -0.25 -0.36 0.51 -0.001
C -5.60 -0.85 -0.68 -0.119
H -4.17 -0.68 2.26 0.032
C 2.40 -3.04 2.95 0.000
C -0.33 -0.39 -0.58 0.002
H 0.97 -1.59 4.43 0.000
H -1.35 -0.64 -0.88 0.000
N 0.93 -3.06 3.00 0.000
C 1.65 -0.98 -1.98 0.000
H 2.81 -3.03 3.95 0.000
H -0.66 -1.86 3.70 0.000
O 0.66 -5.24 2.34 0.000
O -5.22 -1.95 -0.89 0.309
O 1.15 4.18 -1.60 0.000
H 2.37 -1.78 -2.17 0.000
H 3.00 6.47 -2.31 0.000
N 3.25 4.28 -2.61 0.000
H -0.31 0.64 -0.95 0.000
H -3.60 -1.64 0.85 0.006
H -5.93 1.16 1.81 0.031
H -3.08 0.02 1.21 0.032
H 4.66 5.82 -2.52 0.000
C 0.41 -2.71 -0.69 0.000
H -4.72 1.80 0.75 0.037
H -6.28 1.57 0.06 0.004
C 3.66 5.62 -2.13 0.000
C 4.10 3.48 -3.44 0.000
H 5.15 3.68 -3.25 0.000
```

Properties
energy: -993.6228 a.u.
gap between HOMO and LUMO (alpha / beta): 6.6717 / 1.6375 eV
total charge: +1
relative energy (zero: lowest compared OMol25 entry of this formula, charge and spin): 24.0 kcal/mol
E_HOMO (alpha / beta): -0.389 / -0.389 hartree
2S+1: 2